[1]
Formula: C7H14N2O4
Source: the OMol25 dataset
Level of theory: the ωB97M-V functional and the def2-TZVPD basis

```
27
Properties=species:S:1:pos:R:3:forces:R:3
O -2.6840 0.9793 1.1483 -1.4 -0.2 0.7
O 1.4151 -1.3256 -0.4611 0.1 0.8 -0.2
H 2.7187 -0.6145 1.8417 0.2 0.5 -0.6
C -1.1249 -1.6552 1.1837 -2.5 0.6 -0.9
H 4.2793 -0.9457 -0.2337 -0.6 -0.7 0.3
H -1.3388 -2.6794 1.4316 -1.0 -0.3 0.3
H -0.1114 -1.7212 1.1921 3.2 0.3 -0.3
H -1.5299 0.3146 -1.7069 0.8 -0.6 0.4
O -2.8130 -1.3865 -0.7426 -3.8 1.9 2.8
C 3.9440 -0.0137 -0.6663 -0.4 -1.4 0.5
H 3.5190 -0.2882 -1.6348 0.8 0.3 -0.2
N 2.7917 0.3901 1.6183 -2.4 1.3 -0.3
C -1.0766 0.0642 -0.7175 -1.8 -0.4 0.4
C 1.4249 -0.0933 -0.4677 2.3 -2.3 1.4
H 1.8450 0.7943 2.0632 2.8 -0.9 -1.5
H -2.1584 2.8746 -0.0944 -0.4 1.5 0.3
H -1.3762 -0.9283 2.0002 -0.4 -0.7 -1.0
H 0.1611 1.4841 -1.1510 1.6 -0.4 1.1
C -2.0458 1.0156 0.1718 5.5 1.9 -3.4
C 2.7971 0.6096 0.0962 -2.3 -2.3 0.7
O -1.5815 2.2362 -0.4857 -2.1 -1.1 1.4
H -1.0577 -2.1019 -0.9981 0.3 0.7 0.9
H 4.8990 0.4602 -0.6519 0.3 1.4 -0.5
N 0.2975 0.5977 -0.6329 -2.9 1.8 -1.0
H 2.6971 1.6047 -0.2031 0.1 2.0 0.4
H -3.1210 -0.7613 0.0010 -1.4 -1.5 -1.8
C -1.5426 -1.3327 -0.3377 5.6 -2.1 0.1
```
Forces are in eV/Å.

Summary:
Net charge: 0
Calculated total energy, Eh: -685.5111
E_HOMO, eV: -9.216
ΔE to the lowest compared entry with this formula, charge and spin, kJ/mol: 309.2
SMILES string: C[C@H](N)C(=O)N[C@H](C(=O)O)[C@@H](C)O



[2]
Formula: H22O11
Source: the OMol25 dataset
Level of theory: the ωB97M-V functional and the def2-TZVPD basis

```
33
Properties=species:S:1:pos:R:3:forces:R:3
H 3.1860 8.5170 40.6600 0.4 1.5 0.6
H 4.2630 11.0610 38.5870 -0.5 0.1 1.2
O 4.1050 9.5270 37.5120 3.4 -0.9 2.5
H 5.6670 7.0300 38.4240 2.7 -2.2 -3.9
H 4.3740 8.6610 37.9710 -0.4 1.6 -0.5
H 1.0670 10.7310 37.9530 1.1 1.2 0.1
H 1.9110 9.4460 42.3420 2.6 -0.3 -2.5
H 3.3480 9.3210 37.0580 -3.0 -0.5 -1.8
O 4.4960 11.1210 43.2700 -3.6 -2.3 -6.6
O 6.4490 10.4160 40.3580 3.6 0.4 -5.2
H 4.0080 8.6680 43.1790 1.0 -1.6 0.4
H 2.3920 11.4020 38.4710 1.0 -0.2 1.4
H 0.2610 6.6810 42.8310 0.3 1.5 -2.1
H 3.4110 10.0600 40.6000 0.2 1.4 -1.1
H 1.6410 6.9670 38.5900 0.1 0.4 0.7
H 4.3540 8.3430 44.5920 0.3 -0.9 -0.6
H 4.0570 11.0210 44.0160 -2.9 -0.4 5.5
O 4.1480 11.5470 39.4690 1.3 0.3 -2.3
H 1.2050 8.2640 39.2760 -0.9 1.0 0.0
O 3.3760 9.3430 41.1970 -0.4 -3.2 0.3
H 5.7690 10.8210 39.8470 -1.1 0.0 0.5
H 5.2840 11.4590 43.3500 6.5 2.9 1.2
H 0.8610 8.6940 43.0790 0.0 0.2 -0.3
H 5.7540 7.9380 39.5220 4.3 4.7 3.5
H 6.2420 10.2110 41.1870 -2.1 -1.1 5.1
O 1.7580 7.5140 39.3930 0.9 -1.4 -0.6
O 5.2370 7.3740 39.1160 -7.0 -2.4 0.4
H 1.3010 6.9410 41.6470 -2.5 1.1 0.9
H 4.8630 12.2210 39.3600 -1.2 -0.1 0.5
O 0.4110 7.3140 42.0330 1.9 -3.5 1.0
O 1.2690 9.5570 42.9730 -2.4 1.2 3.2
O 4.4460 7.9160 43.7080 -1.3 2.5 0.1
O 1.6940 11.4940 37.8580 -2.4 -0.9 -1.5
```
Forces are in eV/Å.

Summary:
Net charge: 0
Calculated total energy, Eh: -840.7472
E_HOMO, eV: -10.060
ΔE to the lowest compared entry with this formula, charge and spin, kJ/mol: 349.1
SMILES string: O.O.O.O.O.O.O.O.O.O.O



[3]
Formula: C19H38Cl3FIN5O4
Source: the OMol25 dataset
Level of theory: the ωB97M-V functional and the def2-TZVPD basis

```
71
Properties=species:S:1:pos:R:3:forces:R:3
H 5.8970 -0.4220 3.1530 0.0 0.0 0.0
N 0.9109 0.7951 -1.3049 -0.2 0.0 0.1
C -0.3718 0.3919 -1.8010 0.1 0.0 0.0
H 1.5676 0.8514 -2.0785 -0.1 -0.1 0.1
C -0.7656 2.2672 -3.7316 0.0 -0.2 0.6
H -2.2381 0.7085 2.4540 0.1 -0.1 0.1
H 5.9543 -0.3550 1.4139 0.0 0.0 0.0
H -3.7464 0.6188 0.4098 0.1 0.0 -0.3
I -1.6213 2.6749 0.0154 0.0 0.4 0.1
H 2.4615 -1.8616 -0.5555 0.0 0.0 0.0
Cl -4.5657 0.8010 -3.9390 -0.1 -0.4 -0.5
C 5.4751 -0.8703 2.2505 0.1 0.0 -0.1
H 4.0412 -2.4760 -0.0648 0.0 0.0 0.0
C -1.4953 0.5918 -0.7076 0.1 -0.7 -0.1
H -0.6329 3.1487 -5.5620 -0.1 -0.1 0.0
O -2.6849 0.2635 -1.3304 0.1 -0.1 0.0
H -5.5639 -0.4678 -1.7087 0.1 0.2 0.0
H -2.0849 3.7994 -3.3595 0.0 -0.1 0.0
H -1.6365 0.3037 -3.5214 0.2 0.1 0.0
Cl -3.8801 -4.1014 -0.1452 0.0 -0.1 0.1
H 0.2197 0.8725 1.1848 -0.1 -0.1 0.1
H -0.9359 2.4567 3.3058 0.1 -0.2 0.0
H -3.5639 -3.4351 -2.7276 0.0 0.2 0.1
H 1.0285 3.2584 -3.8037 -0.1 0.0 0.1
H -3.9732 -1.7037 -2.7956 0.2 -0.1 0.1
H -2.7974 2.4300 -3.8899 0.2 0.0 0.2
H 3.0165 -1.1327 5.3909 0.0 0.0 0.0
H 0.1014 0.3078 -3.8353 -0.1 0.1 0.2
C 3.7284 -0.7611 4.6523 0.0 0.0 0.0
C 3.4327 -0.5986 0.8909 0.0 0.0 -0.1
N -2.0556 2.7837 -3.2882 0.0 0.4 -0.4
O -1.3222 -0.2490 0.3678 -0.3 0.1 -0.1
C 3.1395 -1.9784 0.2924 0.0 0.0 -0.1
H 4.0544 -0.0289 0.1937 0.0 0.0 0.0
C -3.3817 -2.4608 -2.2659 0.0 0.0 0.0
C -0.6917 0.7949 -3.2495 0.0 -0.2 -0.3
N 4.0619 -0.5340 2.2007 0.0 -0.1 0.1
H -0.7954 1.3189 4.6561 0.0 0.0 -0.2
H 3.8150 0.3207 4.7675 0.0 0.0 0.0
C -3.9059 -1.4445 -0.0224 0.0 0.3 -0.2
H 5.7655 -2.7918 1.2302 0.0 0.0 0.0
H 2.6511 -2.6366 1.0129 0.0 0.0 0.0
H 0.8592 1.7345 -0.9238 0.0 0.0 -0.1
O -4.8069 2.6068 -2.1431 -0.1 2.3 0.4
H 2.4889 -0.0567 0.9543 -0.1 0.1 0.0
H 4.6970 -1.2075 4.8800 0.0 0.0 0.0
C 5.8589 -2.3560 2.2240 0.0 0.0 0.0
H 0.1435 -0.8368 1.6397 -0.1 0.2 -0.1
H -0.0762 3.9866 -2.7915 0.0 -0.1 -0.1
C -1.2294 0.3766 2.7460 -0.3 -0.1 0.0
C 3.2465 -1.1152 3.2544 0.0 0.0 0.0
O -1.3259 -0.8673 3.4531 0.1 0.2 0.0
C -5.0882 0.4107 -1.2637 -0.5 -0.3 0.2
Cl -4.3505 -1.5738 1.6409 0.0 0.0 0.1
C -3.7363 -2.5092 -0.8001 0.1 0.1 -0.3
C -0.4566 0.0645 1.4631 0.4 -0.1 0.0
H -1.7560 -0.7160 4.3049 0.0 0.0 -0.2
H 5.2399 -2.9417 2.9054 0.0 0.0 0.0
H 0.5238 1.4639 3.4834 -0.2 -0.1 0.1
F -0.3111 -1.0251 -1.9138 -0.1 0.3 0.1
N -0.5382 2.2109 -5.1793 0.0 0.2 0.0
H 3.1531 -2.2104 3.1773 0.0 0.0 0.0
N 0.2733 3.1069 -3.1463 0.1 -0.1 -0.1
C -0.5678 1.4658 3.5925 0.1 0.0 0.0
H 6.8968 -2.4744 2.5411 0.0 0.0 0.0
C -4.8373 1.4622 -2.3002 0.1 -1.8 0.0
H -5.7886 0.8684 -0.5528 0.1 -0.2 -0.1
H 2.2358 -0.7244 3.1209 -0.1 0.0 0.0
C -3.8131 0.0041 -0.4965 0.2 -0.1 0.4
H -1.2247 1.6166 -5.6359 0.1 0.0 0.1
H -2.3222 -2.2144 -2.3876 -0.1 0.0 0.0
```
Forces are in eV/Å.

Summary:
Net charge: 0
Calculated total energy, Eh: -3099.6202
E_HOMO, eV: -7.906
ΔE to the lowest compared entry with this formula, charge and spin, kJ/mol: 0.0
SMILES string: C/C(Cl)=C(/Cl)[C@H](CC(=O)Cl)O[C@@](I)(OC[C@H](C)O)[C@@](N)(F)CC(N)(N)N.CCN(CC)CC